9
Properties=species:S:1:pos:R:3:forces:R:3 method="wB97M-V/def2-TZVPD" e_above_lowest_kj_mol=152.6 lumo_energy_ev=3.15 smiles="O=C([O-])N(Cl)CBr" charge=-1 multiplicity=1
C -1.30257 0.27483 0.72274 0.95 -1.13 -2.04
C 1.19288 0.09553 -0.21481 -4.86 -1.08 -3.28
N -0.39086 -0.62507 -0.11078 3.21 1.10 1.17
O -0.68596 1.12766 1.30127 1.33 2.27 2.23
O -2.46200 0.00056 0.59735 -2.60 -0.50 0.32
Cl -1.21500 -1.10126 -1.52421 0.83 -0.10 -0.75
Br 2.55702 -1.13753 0.05362 0.65 -0.62 0.37
H 1.09150 0.90903 0.44782 0.24 0.42 1.10
H 1.21499 0.45626 -1.27300 0.26 -0.37 0.89